No. 1
{
  "formula": "C13H12BF3N8O3S2Ti",
  "method": "the ωB97M-V functional and the def2-TZVPD basis",
  "species": ["Ti", "C", "C", "N", "N", "C", "B", "N", "C", "C", "C", "N", "N", "C", "C", "C", "N", "N", "C", "C", "C", "N", "H", "H", "H", "H", "H", "H", "H", "H", "H", "H", "H", "H", "S", "F", "C", "F", "F", "S", "O", "O", "O"],
  "positions_angstrom": [[0.938, -0.317, -1.416], [-1.137, -3.359, 0.853], [-0.165, -3.095, -0.121], [0.097, -1.790, -0.172], [-0.694, -1.205, 0.748], [-1.450, -2.125, 1.381], [-0.616, 0.339, 0.820], [-1.338, 0.897, -0.406], [-2.393, 1.720, -0.636], [-2.631, 1.736, -1.992], [-1.658, 0.897, -2.548], [-0.873, 0.399, -1.585], [0.893, 0.658, 0.620], [1.928, 0.388, 1.462], [3.029, 1.082, 1.014], [2.598, 1.753, -0.133], [1.309, 1.504, -0.371], [-1.206, 0.797, 2.155], [-2.501, 1.021, 2.482], [-2.575, 1.180, 3.845], [-1.246, 1.025, 4.277], [-0.438, 0.784, 3.261], [-1.555, -4.314, 1.123], [0.344, -3.791, -0.766], [-2.147, -1.842, 2.152], [-2.876, 2.266, 0.156], [-3.393, 2.288, -2.516], [-1.479, 0.649, -3.580], [1.789, -0.245, 2.318], [4.019, 1.086, 1.436], [3.145, 2.421, -0.776], [-3.280, 1.023, 1.739], [-3.447, 1.394, 4.440], [-0.851, 1.062, 5.280], [2.827, -3.922, -1.597], [2.877, 0.909, -3.202], [1.485, 0.877, -3.052], [1.158, 2.230, -3.084], [1.036, 0.443, -4.302], [2.676, -1.995, -2.248], [3.698, -1.885, -3.247], [1.281, -1.833, -2.735], [2.825, -1.112, -1.077]],
  "forces_ev_per_a": [[0.2, 0.1, 0.2], [-0.1, -0.1, 0.0], [-0.1, 0.1, 0.2], [-0.8, -1.3, 0.7], [0.1, -0.3, 0.4], [0.0, 0.1, -0.1], [0.0, 0.0, -0.2], [-0.5, 0.2, 0.0], [0.0, 0.0, 0.0], [0.0, 0.0, 0.0], [-0.1, -0.1, 0.3], [-2.4, 1.1, -0.4], [0.0, 0.4, 1.2], [0.1, 0.1, -0.2], [0.0, 0.0, 0.3], [-0.5, 0.3, 0.3], [0.7, 0.9, 0.6], [-0.2, 0.1, 0.0], [-0.1, -0.1, 0.0], [0.0, 0.1, 0.1], [0.0, -0.1, -0.1], [0.2, 0.0, 0.1], [0.0, 0.0, 0.0], [0.0, 0.1, -0.1], [0.0, 0.0, 0.0], [0.1, 0.0, 0.0], [0.0, 0.0, 0.0], [0.1, 0.0, 0.0], [0.0, 0.0, 0.0], [0.0, 0.0, 0.0], [0.0, -0.2, -0.2], [0.0, 0.0, 0.0], [0.0, 0.0, 0.0], [0.0, 0.0, 0.0], [0.3, -0.3, 0.0], [0.0, 0.2, -0.3], [0.5, 1.1, -1.7], [0.0, -0.1, 0.0], [0.1, 0.1, 0.0], [0.3, 0.3, -0.6], [0.1, -0.5, 0.1], [0.7, -1.3, -0.4], [1.2, -0.9, -0.2]],
  "mulliken_charge": [0.00, -1.26, -0.08, 0.20, 0.38, -0.26, 0.83, 0.21, -0.13, -1.30, -0.20, 0.02, 0.64, -0.14, -1.19, -0.14, -0.66, 0.39, -0.27, -1.05, -0.23, -0.95, 0.40, 0.30, 0.47, 0.59, 0.38, 0.48, 0.55, 0.42, 0.44, 0.58, 0.41, 0.43, -0.22, -0.32, 0.29, -0.29, -0.33, 1.04, -0.60, -0.45, -0.37],
  "homo_ev": [-1.8, -5.5],
  "lumo_ev": [2.666, 0.037],
  "total_charge": -1,
  "spin_multiplicity": 4
}



No. 2
{
  "formula": "C13H12Br2IrN3O",
  "method": "the ωB97M-V functional and the def2-TZVPD basis",
  "species": ["Ir", "O", "C", "N", "C", "C", "C", "C", "C", "C", "N", "C", "C", "C", "C", "C", "N", "H", "H", "H", "H", "H", "H", "H", "H", "H", "H", "Br", "C", "Br", "H", "H"],
  "positions_angstrom": [[0.637, -0.442, 0.102], [-3.395, 1.002, -0.327], [-2.408, 0.338, -0.164], [-1.129, 0.828, -0.060], [-1.027, 2.237, -0.124], [0.362, 2.736, -0.030], [0.633, 4.117, -0.078], [1.944, 4.544, 0.026], [2.954, 3.606, 0.166], [2.604, 2.250, 0.195], [1.349, 1.847, 0.104], [-2.453, -1.167, -0.043], [-3.687, -1.810, -0.100], [-3.680, -3.192, 0.020], [-2.488, -3.873, 0.175], [-1.299, -3.139, 0.216], [-1.310, -1.821, 0.114], [-1.657, 2.712, 0.657], [-1.510, 2.612, -1.050], [-0.182, 4.819, -0.184], [2.184, 5.602, -0.002], [3.993, 3.893, 0.251], [3.379, 1.504, 0.282], [-4.587, -1.219, -0.226], [-4.628, -3.727, -0.017], [-2.452, -4.952, 0.268], [-0.349, -3.637, 0.340], [2.942, -1.431, -0.017], [3.819, -3.174, -0.097], [2.573, -4.636, -0.265], [4.386, -3.274, 0.834], [4.482, -3.153, -0.966]],
  "forces_ev_per_a": [[-1.5, 0.9, -0.3], [-0.7, -0.2, 0.0], [1.4, 0.1, 0.2], [0.9, -1.2, 0.1], [0.2, 0.0, -0.1], [-0.7, -0.7, 0.0], [0.4, 0.9, 0.0], [0.2, 0.6, 0.0], [0.0, 1.1, -0.1], [-0.4, -0.6, -0.1], [0.4, -1.2, 0.1], [0.9, 1.1, -0.1], [-1.2, -1.4, 0.1], [-1.2, -0.2, -0.1], [-1.5, -0.8, -0.1], [0.9, 1.0, 0.0], [1.4, -0.1, 0.1], [0.1, 0.2, 0.0], [0.1, 0.3, 0.0], [-0.1, 0.1, 0.0], [-0.1, -0.1, 0.0], [0.0, 0.1, 0.0], [0.0, -0.2, 0.1], [0.0, 0.0, 0.0], [0.2, 0.0, 0.0], [-0.1, 0.0, 0.0], [0.2, 0.0, 0.0], [0.3, 1.0, 0.1], [0.0, -1.7, 0.0], [0.4, 0.5, 0.0], [-0.3, 0.2, -0.2], [-0.4, 0.2, 0.1]],
  "mulliken_charge": [0.97, -0.52, 0.03, -0.38, -0.45, 0.43, -0.59, -0.32, -0.70, 0.34, -0.29, 0.79, -0.39, -0.32, -0.58, 0.36, -0.29, 0.49, 0.49, 0.47, 0.49, 0.43, 0.34, 0.52, 0.50, 0.44, 0.27, 0.21, -0.60, 0.03, 0.41, 0.39],
  "homo_ev": [-18.4, -19.1],
  "lumo_ev": [-10.650, -14.792],
  "total_charge": 3,
  "spin_multiplicity": 6
}



No. 3
{
  "formula": "C13H12BrN5O",
  "method": "the ωB97M-V functional and the def2-TZVPD basis",
  "species": ["C", "H", "H", "H", "C", "N", "C", "C", "C", "N", "C", "N", "C", "C", "C", "C", "C", "C", "C", "O", "N", "N", "H", "H", "H", "H", "H", "H", "Br", "H", "H", "H"],
  "positions_angstrom": [[4.589, 2.681, 1.357], [3.867, 2.747, 2.167], [5.282, 3.513, 1.439], [5.146, 1.752, 1.462], [3.874, 2.733, 0.010], [2.932, 1.653, -0.123], [3.194, 0.366, -0.418], [1.987, -0.297, -0.368], [1.036, 0.690, -0.034], [1.645, 1.856, 0.110], [-0.413, 0.520, 0.098], [-1.198, 1.173, -0.681], [-2.545, 0.973, -0.570], [-3.410, 1.678, -1.416], [-4.768, 1.486, -1.324], [-5.303, 0.592, -0.395], [-4.471, -0.109, 0.446], [-3.087, 0.071, 0.367], [-2.197, -0.646, 1.259], [-2.508, -1.437, 2.132], [-0.844, -0.351, 1.059], [0.089, -1.017, 1.867], [0.444, -0.391, 2.589], [-0.433, -1.770, 2.324], [-4.855, -0.806, 1.176], [-6.372, 0.453, -0.338], [-5.432, 2.031, -1.979], [-2.980, 2.364, -2.128], [1.688, -2.112, -0.735], [4.176, 0.005, -0.645], [4.597, 2.672, -0.808], [3.303, 3.659, -0.080]],
  "forces_ev_per_a": [[-0.1, 0.0, -0.2], [-0.1, 0.0, 0.1], [0.1, 0.1, 0.0], [0.1, -0.1, 0.0], [0.4, 0.4, 0.3], [-0.2, -0.5, -0.2], [-0.4, -0.4, 0.0], [0.2, -0.1, -0.1], [0.9, -0.4, -0.1], [-0.7, 0.6, 0.2], [-0.2, 0.2, -0.2], [0.6, 0.2, -0.2], [-0.5, -0.4, 0.4], [-0.1, 0.0, 0.0], [0.1, 0.1, -0.1], [0.0, -0.1, 0.2], [0.0, 0.0, 0.0], [-0.1, 0.3, -0.4], [0.3, 0.0, 0.2], [-0.2, -0.1, 0.0], [-0.3, 0.0, 0.3], [0.1, -0.2, 0.3], [-0.3, 0.0, -0.1], [0.1, 0.3, -0.1], [0.0, 0.0, 0.1], [-0.1, 0.0, 0.0], [0.0, 0.1, -0.1], [0.1, 0.1, -0.1], [0.1, 0.2, -0.1], [0.2, 0.0, -0.1], [-0.1, 0.0, 0.0], [0.1, -0.1, -0.1]],
  "mulliken_charge": [-1.05, 0.32, 0.35, 0.31, -0.52, 0.80, -0.30, -0.45, 0.03, -0.93, 0.83, -0.63, 0.30, -0.33, -0.37, -0.59, -0.66, 0.07, 0.98, -0.74, 0.34, -0.90, 0.21, 0.25, 0.45, 0.40, 0.39, 0.48, -0.16, 0.51, 0.31, 0.32],
  "homo_ev": -8.5,
  "lumo_ev": 0.617,
  "spin_multiplicity": 1
}



No. 4
{
  "formula": "C13H12IMnN4S",
  "method": "the ωB97M-V functional and the def2-TZVPD basis",
  "species": ["Mn", "C", "C", "N", "N", "C", "S", "N", "N", "H", "H", "H", "H", "H", "H", "I", "C", "C", "C", "C", "C", "C", "C", "C", "C", "C", "H", "H", "H", "H", "H", "H"],
  "positions_angstrom": [[0.092, 0.364, 0.002], [0.979, 5.676, -0.004], [1.860, 4.486, -0.003], [3.149, 4.460, -0.004], [3.491, 3.135, -0.003], [2.452, 2.325, -0.001], [2.374, 0.617, 0.001], [1.393, 3.165, -0.001], [0.082, 2.673, 0.001], [1.593, 6.573, -0.005], [0.345, 5.694, 0.885], [0.345, 5.693, -0.892], [4.468, 2.875, -0.004], [-0.405, 3.033, -0.822], [-0.403, 3.034, 0.824], [-2.505, 0.349, 0.002], [-2.499, -1.764, 0.002], [-3.679, -2.434, 0.002], [-3.624, -3.844, 0.001], [-2.418, -4.480, 0.001], [-1.198, -3.761, 0.001], [0.053, -4.424, 0.001], [1.220, -3.721, 0.001], [1.201, -2.313, 0.002], [0.011, -1.622, 0.002], [-1.220, -2.342, 0.002], [-4.632, -1.922, 0.002], [-4.547, -4.407, 0.001], [-2.377, -5.562, 0.001], [0.067, -5.507, 0.001], [2.172, -4.235, 0.001], [2.159, -1.814, 0.001]],
  "forces_ev_per_a": [[0.1, 0.2, 0.0], [0.0, 0.0, 0.0], [-0.1, -0.1, 0.0], [0.0, -0.1, 0.0], [0.3, 0.1, 0.0], [-0.2, 0.1, 0.0], [0.5, 0.0, 0.0], [-0.1, 0.1, 0.0], [-0.1, 0.1, 0.0], [0.0, 0.0, 0.0], [0.0, 0.0, 0.0], [0.0, 0.0, 0.0], [0.0, 0.0, 0.0], [0.0, 0.0, 0.0], [0.0, 0.0, 0.0], [-0.5, -0.1, 0.0], [0.0, 0.2, 0.0], [-0.1, 0.0, 0.0], [0.0, 0.0, 0.0], [0.0, 0.0, 0.0], [0.1, 0.0, 0.0], [0.0, 0.0, 0.0], [0.0, -0.1, 0.0], [0.1, 0.2, 0.0], [0.0, -0.4, 0.0], [-0.1, 0.0, 0.0], [0.0, 0.0, 0.0], [0.0, 0.0, 0.0], [0.0, 0.0, 0.0], [0.0, 0.0, 0.0], [0.0, 0.0, 0.0], [0.0, 0.0, 0.0]],
  "mulliken_charge": [-0.10, -1.27, 0.92, -0.62, 0.23, 0.58, -0.47, 0.40, -0.94, 0.35, 0.35, 0.35, 0.19, 0.31, 0.31, 0.12, 0.97, -0.75, -0.59, -0.93, 0.93, -0.70, -1.22, 0.05, 0.12, 0.92, 0.40, 0.42, 0.43, 0.43, 0.41, 0.40],
  "homo_ev": [-14.6, -14.8],
  "e_above_lowest_kj_mol": 0.0,
  "lumo_ev": [-8.907, -7.693],
  "total_charge": 2,
  "spin_multiplicity": 5
}



No. 5
{
  "formula": "C13H12INS3V",
  "method": "the ωB97M-V functional and the def2-TZVPD basis",
  "species": ["V", "C", "C", "C", "C", "C", "C", "C", "H", "H", "H", "H", "H", "H", "H", "H", "S", "C", "S", "S", "I", "C", "C", "C", "C", "N", "C", "H", "H", "H", "H"],
  "positions_angstrom": [[-0.106, -0.137, 0.550], [-2.318, -2.865, 1.198], [-2.101, -1.387, 1.323], [-1.451, -0.849, 2.451], [-1.255, 0.527, 2.586], [-1.688, 1.396, 1.580], [-2.337, 0.875, 0.454], [-2.537, -0.503, 0.325], [-2.462, -3.159, 0.159], [-3.213, -3.150, 1.753], [-1.480, -3.426, 1.612], [-1.090, -1.516, 3.224], [-0.727, 0.919, 3.444], [-1.482, 2.454, 1.649], [-2.651, 1.543, -0.336], [-3.031, -0.892, -0.556], [2.888, 2.764, -0.873], [1.833, 1.712, -0.279], [1.863, 0.917, 1.289], [0.371, 1.154, -1.197], [0.224, -4.831, -3.077], [0.751, -3.946, -1.283], [1.374, -4.662, -0.265], [1.713, -4.011, 0.909], [1.415, -2.667, 1.037], [0.789, -1.986, 0.072], [0.478, -2.603, -1.074], [1.596, -5.713, -0.397], [2.214, -4.530, 1.713], [1.687, -2.106, 1.923], [0.006, -2.001, -1.840]],
  "forces_ev_per_a": [[0.2, 0.3, -0.4], [0.0, 0.0, 0.0], [0.0, 0.0, 0.0], [0.0, -0.1, 0.0], [0.0, 0.0, 0.0], [0.0, 0.0, 0.0], [0.0, 0.0, 0.0], [0.0, 0.0, 0.0], [0.0, 0.0, 0.0], [0.0, 0.0, 0.0], [0.0, 0.0, 0.0], [0.0, 0.0, 0.0], [0.0, 0.0, 0.0], [0.0, 0.0, 0.0], [0.0, 0.0, 0.0], [0.0, 0.0, 0.0], [-0.1, 0.0, 0.0], [0.0, -0.3, 0.0], [-0.2, 0.1, -0.3], [0.2, 0.1, 0.3], [0.0, 0.0, 0.0], [0.1, 0.1, 0.1], [-0.1, 0.0, -0.1], [0.0, 0.1, -0.1], [0.1, -0.1, 0.1], [-0.2, 0.1, 0.2], [0.0, -0.1, -0.1], [0.0, 0.0, 0.0], [0.0, 0.0, 0.0], [0.0, 0.0, 0.0], [0.0, 0.0, 0.0]],
  "mulliken_charge": [0.37, -1.66, 0.74, -0.30, -0.46, -0.44, -0.64, -0.21, 0.40, 0.36, 0.33, 0.49, 0.44, 0.46, 0.46, 0.49, -0.17, 0.40, -0.29, -0.26, 0.21, -0.53, -0.07, -0.98, 0.05, 0.09, -0.01, 0.45, 0.44, 0.39, 0.47],
  "homo_ev": [-11.0, -11.0],
  "e_above_lowest_kj_mol": 12.0,
  "lumo_ev": [-4.855, -4.332],
  "total_charge": 1,
  "spin_multiplicity": 3
}



No. 6
{
  "formula": "C13H12N2O3S",
  "method": "the ωB97M-V functional and the def2-TZVPD basis",
  "species": ["C", "H", "O", "C", "C", "C", "C", "C", "C", "H", "H", "C", "O", "C", "H", "H", "S", "C", "N", "C", "C", "C", "O", "N", "H", "H", "H", "H", "H", "H", "H"],
  "positions_angstrom": [[4.115, -0.162, -2.413], [4.600, -1.053, -2.004], [2.766, -0.412, -2.740], [1.906, -0.758, -1.760], [2.245, -0.917, -0.416], [1.280, -1.257, 0.509], [-0.044, -1.457, 0.119], [-0.373, -1.323, -1.237], [0.580, -0.972, -2.159], [0.333, -0.852, -3.202], [-1.398, -1.484, -1.535], [-1.127, -1.784, 1.049], [-2.186, -2.259, 0.696], [-0.930, -1.457, 2.525], [-0.173, -2.110, 2.960], [-1.869, -1.610, 3.062], [-0.302, 0.234, 2.833], [-1.257, 1.233, 1.756], [-0.739, 2.389, 1.493], [-1.443, 3.217, 0.688], [-2.640, 2.896, 0.139], [-3.243, 1.617, 0.422], [-4.300, 1.186, 0.026], [-2.451, 0.823, 1.283], [-2.847, -0.084, 1.505], [-3.179, 3.568, -0.507], [-0.964, 4.169, 0.505], [1.575, -1.380, 1.540], [3.260, -0.775, -0.082], [4.597, 0.111, -3.350], [4.208, 0.665, -1.704]],
  "forces_ev_per_a": [[0.3, 0.0, 0.1], [0.0, 0.0, 0.0], [-0.3, 0.0, -0.1], [-0.3, -0.1, 0.2], [0.4, 0.1, -0.2], [-0.4, -0.1, -0.1], [0.3, 0.0, -0.5], [0.1, 0.0, 0.2], [0.3, 0.1, -0.1], [0.0, 0.0, -0.1], [-0.1, 0.0, 0.0], [-0.1, -0.2, 0.4], [0.0, 0.1, 0.0], [-0.2, 0.5, 0.2], [0.0, 0.0, 0.0], [0.1, -0.1, -0.1], [0.0, -0.3, 0.2], [0.1, 0.1, 0.0], [0.5, -0.3, 0.4], [-0.5, 0.0, -0.2], [0.1, 0.2, 0.0], [0.2, 0.0, 0.1], [-0.3, -0.1, -0.2], [-0.1, 0.0, -0.1], [0.0, 0.1, 0.0], [0.0, 0.1, -0.1], [-0.1, 0.1, -0.1], [0.0, 0.0, 0.1], [0.1, 0.0, 0.0], [0.0, 0.0, 0.1], [0.0, 0.0, 0.0]],
  "mulliken_charge": [-0.84, 0.34, -0.45, 0.95, -0.50, -0.52, 0.21, -0.72, -0.55, 0.43, 0.48, 0.29, -0.59, -0.74, 0.51, 0.44, -0.16, 0.58, -0.60, -0.19, -0.52, 0.50, -0.64, -0.02, 0.17, 0.40, 0.42, 0.32, 0.40, 0.24, 0.35],
  "homo_ev": -8.7,
  "e_above_lowest_kj_mol": 96.6,
  "lumo_ev": -0.027,
  "spin_multiplicity": 1
}



No. 7
{
  "formula": "C13H12N2OS",
  "method": "the ωB97M-V functional and the def2-TZVPD basis",
  "species": ["O", "C", "N", "C", "C", "C", "C", "N", "C", "H", "H", "H", "H", "H", "C", "H", "H", "S", "C", "C", "C", "C", "C", "C", "H", "H", "H", "H", "H"],
  "positions_angstrom": [[-0.431, -0.845, 2.158], [-0.185, -1.364, 0.983], [-1.027, -1.135, -0.096], [-2.307, -0.516, -0.182], [-2.888, 0.043, 0.761], [-4.143, 0.835, 0.753], [-4.757, 0.772, -0.391], [-4.169, 0.254, -1.699], [-3.084, -0.411, -1.477], [-2.601, -1.011, -2.253], [-5.644, 1.631, -0.750], [-4.648, 1.573, 1.405], [-2.408, 0.031, 1.763], [-0.875, -1.591, -0.892], [0.838, -2.270, 0.549], [1.529, -2.182, 1.585], [0.553, -3.455, 0.683], [1.584, -1.972, -0.864], [2.526, -0.258, -0.623], [3.773, -0.293, -0.335], [4.393, 0.843, -0.230], [3.580, 2.094, 0.224], [2.313, 2.081, 0.008], [1.611, 0.836, -0.197], [0.598, 0.935, -0.715], [1.822, 2.886, 0.099], [4.207, 2.739, 0.318], [5.553, 1.033, -0.085], [4.287, -1.282, -0.502]],
  "forces_ev_per_a": [[1.8, -2.5, -4.9], [-5.3, 3.3, 3.2], [-2.6, 2.4, 3.4], [1.3, -2.1, -6.1], [-3.4, 4.9, 9.9], [1.2, -0.9, 0.0], [-2.5, 3.7, -7.5], [-0.7, -0.5, 3.9], [2.0, -1.0, 0.6], [-0.3, 0.5, -0.7], [2.3, -3.0, 1.5], [1.2, -1.1, 0.7], [-0.2, 0.0, -0.9], [1.6, -2.3, -3.7], [1.9, -3.9, 8.6], [-0.9, -0.4, -2.7], [0.3, 3.0, -0.7], [3.8, 1.9, -4.9], [-11.5, -0.4, 2.0], [5.3, -5.0, -1.5], [2.9, 7.2, 4.2], [1.0, -11.3, -3.8], [-2.0, -6.5, 0.1], [2.2, -0.1, -4.5], [1.2, -0.6, 1.4], [-4.0, 5.9, 0.8], [6.3, 8.6, 1.6], [-2.5, -0.9, -0.5], [-0.2, 1.2, 0.3]],
  "mulliken_charge": [-0.71, 0.46, 0.05, 0.10, 0.62, -0.71, -0.22, -0.54, -0.51, 0.35, 0.24, 0.28, 0.38, 0.14, -0.42, 0.32, 0.33, -0.30, 0.28, -0.41, -0.17, -0.75, -0.67, -0.02, 0.17, 0.61, 0.58, 0.25, 0.28],
  "homo_ev": -8.9,
  "e_above_lowest_kj_mol": 938.6,
  "lumo_ev": 0.006,
  "spin_multiplicity": 1
}